Formula: H2NO4P
Source: OMol25
Level of theory: wB97M-V/def2-TZVPD

Charge: 0
Spin multiplicity: 1
Orbital gap (eV): 9.57
LUMO (eV): -0.71
Structure (SMILES): O=PON(O)O
Energy above the lowest of the compared OMol25 structures with the same formula, charge and spin (kJ/mol): 357.5

Last column: Mulliken charge in e.
Geometry (Å):
N: -0.6246 0.3106 0.5377  0.27
O: -0.9521 -1.0327 0.0859  -0.53
O: 0.6323 0.5830 0.0853  -0.20
O: 3.0253 0.4359 -0.4423  -0.39
O: -1.5374 1.1369 -0.1703  -0.32
P: 1.9881 -0.4772 -0.0433  0.47
H: -0.6754 -1.5964 0.8414  0.38
H: -1.8562 0.6399 -0.8945  0.31

Formula: H2NO5PS
Source: OMol25
Level of theory: wB97M-V/def2-TZVPD

Charge: 0
Spin multiplicity: 1
Orbital gap (eV): 9.91
LUMO (eV): -1.31
Energy above the lowest of the compared OMol25 structures with the same formula, charge and spin (kJ/mol): 145.4

Last column: Mulliken charge in e.
Geometry (Å):
N: -1.6791 0.0777 0.0065  -0.46
O: -0.2810 2.2133 0.5519  -0.58
O: 2.8979 -0.7274 -0.0107  -0.34
O: 1.0109 -2.1649 -0.3693  -0.35
O: 0.4419 0.5836 -1.3793  -0.61
O: 0.8332 -0.1874 1.2251  -0.33
P: -0.2517 0.9230 -0.1226  1.06
S: 1.5545 -1.0060 0.1827  1.11
H: -2.2243 -0.1573 -0.7793  0.26
H: -2.3022 0.4453 0.6950  0.25

Formula: H2NOP
Source: OMol25
Level of theory: wB97M-V/def2-TZVPD

Charge: 0
Spin multiplicity: 1
Orbital gap (spin up / spin down) (eV): 6.21 / 6.22
LUMO (spin up / spin down) (eV): -3.83 / -3.82
Energy above the lowest of the compared OMol25 structures with the same formula, charge and spin (kJ/mol): 583.3

Last column: Mulliken charge in e.
Geometry (Å):
N: -0.8201 -0.0433 -0.3870  -0.43
O: -3.1243 -0.6516 0.1077  -0.44
P: -2.2493 0.5418 0.0824  0.43
H: -0.6282 -1.0392 -0.4160  0.27
H: 1.0654 1.1584 0.5161  0.17